Formula: C18H25AsN2O4ReSe
Source: the OMol25 dataset
Level of theory: ωB97M-V with the def2-TZVPD basis set

Spin multiplicity: 2
Relative energy (zero: lowest compared OMol25 entry of this formula, charge and spin) in kJ/mol: 0.0
Orbital gap (spin up / spin down) in eV: 6.79 / 7.22
Molecular weight in g mol⁻¹: 673.497
Electronic energy in eV: -158542.4893
⟨S²⟩: 0.776
Net charge: +2

Last column: Mulliken charge in e.
Cartesian coordinates (Å):
Re  0.897  0.426  0.770  1.095
C  -2.032  -2.025  1.588  -0.765
C  -1.010  -2.193  0.529  -0.076
N  -0.028  -1.351  0.203  0.032
C  0.608  -1.881  -0.915  -0.113
C  0.023  -3.056  -1.248  0.099
N  -0.976  -3.229  -0.323  -0.014
C  0.185  -4.096  -2.320  0.537
O  1.116  -3.902  -3.228  -0.471
O  -0.547  -5.042  -2.276  -0.516
C  1.608  -1.032  -1.577  0.977
O  2.227  -1.311  -2.555  -0.586
O  1.725  0.167  -0.920  -0.501
H  -1.832  -1.123  2.162  -0.346
H  -2.038  -2.879  2.266  0.395
H  -3.020  -1.956  1.129  0.481
H  -1.590  -4.038  -0.346  0.306
H  1.613  -3.067  -3.118  0.398
C  -2.520  -0.569  5.968  -1.517
C  -1.389  -0.269  5.037  0.628
C  -1.065  1.046  4.697  -0.594
C  0.007  1.349  3.878  0.994
C  0.412  2.785  3.711  -1.690
C  0.749  0.270  3.316  -0.411
Se  2.450  0.661  2.488  -0.027
C  0.469  -1.080  3.690  1.165
C  1.300  -2.263  3.278  -1.828
C  -0.608  -1.307  4.526  -0.700
H  -3.035  0.334  6.287  0.396
H  -2.147  -1.085  6.855  0.374
H  -3.243  -1.235  5.496  0.354
H  -1.637  1.856  5.134  0.422
H  -0.327  3.446  4.158  0.388
H  0.560  3.072  2.672  0.303
H  1.365  2.965  4.215  0.453
H  2.058  -2.039  2.534  0.374
H  0.664  -3.064  2.896  0.346
H  1.809  -2.666  4.156  0.477
H  -0.829  -2.326  4.824  0.561
C  -0.585  3.829  0.197  -1.101
As  -1.048  1.972  0.417  0.202
C  -2.595  1.931  1.559  -0.938
C  -1.695  1.454  -1.332  -1.107
H  -1.467  4.353  -0.173  0.443
H  0.221  3.917  -0.529  0.418
H  -0.276  4.269  1.142  0.403
H  -3.346  2.601  1.141  0.523
H  -2.326  2.259  2.557  0.261
H  -2.993  0.919  1.598  0.300
H  -2.503  2.129  -1.610  0.471
H  -2.069  0.432  -1.302  0.313
H  -0.890  1.535  -2.061  0.413

***

Formula: C5H8N2S
Source: the OMol25 dataset
Level of theory: ωB97M-V with the def2-TZVPD basis set

Spin multiplicity: 3
Relative energy (zero: lowest compared OMol25 entry of this formula, charge and spin) in kJ/mol: 88.0
Orbital gap (spin up / spin down) in eV: 5.91 / 6.53
Molecular weight in g mol⁻¹: 128.200
Electronic energy in eV: -19124.4571
⟨S²⟩: 2.012

Last column: Mulliken charge in e.
Cartesian coordinates (Å):
C  -2.030  1.467  0.760  -0.319
C  -1.585  1.216  2.010  -0.319
C  -0.561  -0.117  0.324  0.280
C  1.856  -0.912  0.059  -0.941
C  0.397  -0.608  -1.944  -0.771
N  -1.364  0.779  -0.168  -0.461
N  0.571  -0.961  -0.500  -0.019
S  -0.501  -0.174  2.058  -0.180
H  -2.680  2.295  0.627  0.399
H  -1.997  1.446  2.980  0.413
H  2.211  0.068  0.425  0.309
H  2.016  -1.702  0.864  0.282
H  2.504  -1.234  -0.828  0.428
H  -0.033  -1.415  -2.463  0.203
H  -0.252  0.266  -1.983  0.309
H  1.446  -0.414  -2.220  0.386

***

Q: Which value of electronic energy does entry 1 give?
A: -158542.4893 eV

***

Q: Which value of relative energy (zero: lowest compared OMol25 entry of this formula, charge and spin) does entry 2 give?
A: 88.0 kJ/mol

***

Q: What is the ⟨S²⟩ in the second record?
A: 2.012

***

Q: Which formula does entry 1 have?
A: C18H25AsN2O4ReSe